ORCA calculation (ωB97M-V/def2-TZVPD) on a cluster of 6 separate species, C18H15Cl9F24O3 in total in a non-equilibrium geometry.

Computed properties:
orbital gap = 0.41884 Eh
total energy = -7459.1623 Ha
ΔE to the lowest compared entry with this formula, charge and spin = 0.0 kcal per mole
HOMO level = -11.121 eV
structure (SMILES) = FC(F)C(F)(F)COC(F)(F)C(F)F.FC(F)C(F)(F)COC(F)(F)C(F)F.FC(F)C(F)(F)COC(F)(F)C(F)F.ClC(Cl)Cl.ClC(Cl)Cl.ClC(Cl)Cl

Positions of all 69 atoms, in Å:
F (2.119, -0.066, -2.045)
C (1.780, 0.814, -1.066)
F (0.436, 0.884, -0.981)
C (2.388, 0.338, 0.253)
F (3.700, 0.101, 0.088)
F (1.791, -0.830, 0.604)
C (2.149, 1.306, 1.394)
O (2.998, 2.443, 1.178)
C (2.507, 3.664, 1.551)
F (1.594, 4.077, 0.656)
F (1.918, 3.573, 2.760)
C (3.739, 4.548, 1.692)
F (4.346, 4.727, 0.488)
F (3.444, 5.740, 2.228)
H (2.152, 1.809, -1.325)
H (2.504, 0.819, 2.304)
H (1.119, 1.647, 1.456)
H (4.477, 4.015, 2.294)
F (-3.679, 0.875, -8.882)
C (-2.771, 1.589, -8.192)
F (-2.140, 2.434, -9.041)
C (-3.466, 2.400, -7.094)
F (-4.515, 3.093, -7.607)
F (-2.577, 3.314, -6.630)
C (-3.990, 1.567, -5.951)
O (-2.939, 0.710, -5.497)
C (-3.264, -0.569, -5.191)
F (-4.413, -0.640, -4.504)
F (-3.432, -1.278, -6.338)
C (-2.081, -1.159, -4.439)
F (-1.685, -0.432, -3.373)
F (-2.342, -2.419, -4.053)
H (-2.020, 0.939, -7.740)
H (-4.829, 0.974, -6.319)
H (-4.297, 2.181, -5.108)
H (-1.245, -1.179, -5.147)
F (2.144, -3.400, 2.677)
C (0.885, -3.374, 3.205)
F (0.760, -4.440, 4.014)
C (0.723, -2.084, 4.013)
F (-0.430, -2.211, 4.736)
F (0.564, -1.027, 3.203)
C (1.824, -1.871, 5.043)
O (2.962, -1.287, 4.428)
C (4.164, -1.581, 4.983)
F (4.137, -1.513, 6.323)
F (4.524, -2.847, 4.636)
C (5.196, -0.630, 4.375)
F (5.049, 0.601, 4.927)
F (6.439, -1.081, 4.624)
H (0.189, -3.416, 2.364)
H (2.051, -2.840, 5.493)
H (1.436, -1.233, 5.840)
H (5.064, -0.531, 3.296)
Cl (-2.492, -4.071, 1.484)
C (-2.815, -4.755, -0.123)
Cl (-2.188, -6.375, -0.282)
Cl (-2.175, -3.730, -1.414)
H (-3.893, -4.800, -0.197)
Cl (-0.803, 2.735, 3.910)
C (-2.213, 1.650, 4.018)
Cl (-3.643, 2.585, 4.442)
Cl (-1.922, 0.373, 5.191)
H (-2.297, 1.212, 3.033)
Cl (-2.490, 1.238, -0.635)
C (-2.500, -0.479, -0.205)
Cl (-4.124, -1.139, -0.211)
Cl (-1.705, -0.725, 1.348)
H (-1.898, -0.963, -0.962)